1.
{"formula": "C3H5NO2S", "method": "ωB97M-V/def2-TZVPD", "species": ["C", "C", "C", "H", "H", "H", "H", "H", "N", "O", "O", "S"], "coordinates": [[-0.948, 1.394, -0.803], [0.198, -1.282, -0.813], [1.025, -0.207, 1.366], [-1.423, 2.089, -1.469], [-0.232, 1.967, -0.247], [-1.687, 0.978, -0.075], [-0.024, -1.886, 1.149], [1.194, -0.604, 2.352], [0.263, -1.087, 0.623], [0.269, -2.390, -1.243], [1.465, 0.847, 1.014], [-0.099, 0.180, -1.853]], "lowdin_charge": [-0.3960, -0.7157, -0.3398, 0.0224, 0.0080, 0.0655, 0.1268, 0.1261, 0.0792, 0.0477, 0.0484, 0.9274], "spin_multiplicity": 1, "de_lowest_kj_mol": 14.8, "e_homo_ev": -9.6, "smiles": "CSC(=O)NC=O"}

=====

2.
{"formula": "C2H5NS2", "method": "ωB97M-V/def2-TZVPD", "species": ["C", "C", "N", "S", "S", "H", "H", "H", "H", "H"], "coordinates": [[2.246, -0.483, -0.424], [-2.414, 0.187, -0.223], [1.938, 0.150, 0.605], [-1.814, 1.740, 0.022], [-1.730, -1.270, 0.295], [2.410, 0.172, -1.163], [2.105, -1.614, -0.697], [1.639, -0.275, 1.455], [-3.475, 0.195, -0.663], [-0.905, 1.198, 0.792]], "lowdin_charge": [-0.1510, -1.1462, 0.0234, 0.7601, 0.5024, 0.0065, 0.1055, 0.0219, 0.0308, -0.1535], "spin_multiplicity": 1, "de_lowest_kj_mol": 248.6, "e_homo_ev": [-8.9, -8.9], "smiles": "S=CS.C=N"}

=====

3.
{"formula": "C9H13AlBrClI2NOP", "method": "ωB97M-V/def2-TZVPD", "species": ["I", "I", "Al", "P", "C", "C", "H", "H", "H", "C", "H", "H", "H", "H", "H", "H", "C", "O", "Cl", "Br", "C", "C", "C", "C", "N", "C", "H", "H", "H", "H"], "coordinates": [[-3.330, -1.707, -0.520], [-3.281, 1.433, -0.389], [1.412, -0.230, 0.110], [0.547, -0.032, -2.161], [-0.940, -0.008, -3.246], [1.260, 1.439, -2.994], [2.350, -1.545, -2.783], [1.470, -0.966, -4.236], [0.743, -2.210, -3.191], [1.365, -1.309, -3.197], [2.208, 1.696, -2.511], [1.424, 1.247, -4.066], [-0.642, -0.014, -4.307], [-1.545, 0.879, -3.058], [0.555, 2.268, -2.888], [-1.566, -0.878, -3.051], [-4.247, -0.158, 0.711], [-5.034, -0.224, 1.606], [3.501, -0.129, 0.472], [-2.145, -1.544, 4.610], [-0.618, -0.649, 3.911], [0.150, 0.160, 4.761], [1.191, 0.894, 4.182], [1.481, 0.760, 2.827], [0.811, -0.121, 2.022], [-0.274, -0.783, 2.558], [-0.074, 0.221, 5.822], [1.809, 1.575, 4.767], [2.267, 1.342, 2.356], [-0.849, -1.407, 1.882]], "lowdin_charge": [0.6894, 0.7130, 0.3606, 0.7929, -0.2489, -0.2274, 0.0560, 0.0804, 0.0707, -0.2365, 0.0556, 0.0846, 0.0920, 0.0243, 0.0685, 0.0148, -1.2071, 0.0061, 0.4035, 0.8549, -0.6143, -0.0233, 0.0156, -0.1038, -0.0683, -0.1076, 0.1338, 0.1404, 0.0919, 0.0882], "spin_multiplicity": 1, "de_lowest_kj_mol": 215.2, "e_homo_ev": -14.4, "charge": 2}

=====

4.
{"formula": "C2H2GaO2", "method": "ωB97M-V/def2-TZVPD", "species": ["O", "C", "C", "O", "Ga", "H", "H"], "coordinates": [[1.039, -1.514, 0.107], [0.389, -0.699, -0.539], [-0.534, 0.194, -0.666], [-0.666, 1.552, -0.916], [-1.751, 0.685, -2.007], [0.549, 0.226, 2.000], [0.973, -0.445, 2.020]], "lowdin_charge": [0.2021, -0.0643, -0.2549, -0.0856, 1.0523, 0.0745, 0.0758], "spin_multiplicity": 1, "de_lowest_kj_mol": 483.6, "e_homo_ev": [-16.0, -15.9], "charge": 1}

=====

5.
{"formula": "C43H38Cl3FGeN5OP2RuSSe2", "method": "ωB97M-V/def2-TZVPD", "species": ["Ru", "Se", "P", "C", "C", "C", "C", "C", "C", "C", "C", "C", "C", "C", "C", "C", "C", "N", "N", "N", "P", "Se", "C", "C", "C", "C", "C", "C", "C", "C", "C", "C", "C", "C", "H", "H", "H", "H", "H", "H", "H", "H", "H", "H", "H", "H", "H", "H", "H", "H", "H", "H", "H", "H", "F", "C", "C", "C", "C", "C", "C", "H", "H", "H", "H", "Cl", "Ge", "Cl", "Cl", "C", "C", "C", "N", "C", "S", "N", "C", "O", "C", "C", "C", "C", "C", "C", "H", "H", "H", "H", "H", "H", "H", "H", "H", "H", "H", "H", "H", "H"], "coordinates": [[1.289, -0.242, -1.076], [-4.591, -3.588, -1.930], [-4.690, -1.456, -1.594], [-5.536, -0.547, -2.884], [-6.325, -1.246, -3.794], [-7.055, -0.547, -4.748], [-6.999, 0.838, -4.785], [-6.213, 1.536, -3.872], [-5.480, 0.851, -2.920], [-5.492, -1.099, -0.024], [-6.499, -0.138, 0.072], [-7.107, 0.088, 1.301], [-6.723, -0.642, 2.418], [-5.732, -1.613, 2.316], [-5.123, -1.848, 1.094], [-2.973, -0.852, -1.600], [-1.787, -1.111, -0.890], [-0.822, -0.401, -1.515], [-1.367, 0.239, -2.547], [-2.644, -0.028, -2.626], [-1.245, -2.073, 0.525], [0.966, -2.041, 0.487], [-1.801, -1.285, 2.028], [-2.463, -0.061, 1.990], [-2.811, 0.560, 3.181], [-2.503, -0.039, 4.395], [-1.828, -1.256, 4.431], [-1.462, -1.879, 3.249], [-1.767, -3.767, 0.365], [-2.522, -4.415, 1.338], [-2.885, -5.739, 1.142], [-2.487, -6.408, -0.008], [-1.720, -5.761, -0.973], [-1.355, -4.440, -0.789], [-6.368, -2.326, -3.762], [-7.667, -1.090, -5.460], [-7.570, 1.381, -5.529], [-6.174, 2.619, -3.904], [-4.862, 1.396, -2.217], [-6.810, 0.423, -0.798], [-7.893, 0.832, 1.380], [-7.209, -0.465, 3.372], [-5.443, -2.194, 3.187], [-4.384, -2.627, 0.990], [-2.708, 0.405, 1.043], [-3.323, 1.515, 3.159], [-2.783, 0.448, 5.322], [-1.578, -1.712, 5.382], [-0.908, -2.811, 3.272], [-2.831, -3.896, 2.238], [-3.479, -6.249, 1.891], [-2.773, -7.443, -0.152], [-1.409, -6.289, -1.867], [-0.756, -3.931, -1.536], [7.257, -1.440, -1.490], [5.946, -1.280, -1.371], [5.191, -1.098, -2.516], [3.826, -0.903, -2.388], [3.224, -0.850, -1.114], [4.015, -1.141, 0.009], [5.380, -1.326, -0.107], [5.670, -1.118, -3.490], [3.244, -0.796, -3.291], [3.584, -1.231, 0.994], [5.994, -1.524, 0.765], [-0.654, 2.404, -5.364], [-0.146, 0.586, -4.374], [1.450, 1.328, -2.857], [1.183, -0.601, -5.634], [7.034, 3.498, -1.088], [5.594, 3.667, -0.609], [4.943, 2.311, -0.413], [3.488, 2.403, -0.156], [2.767, 1.802, 0.752], [1.033, 1.617, 0.486], [3.259, 1.307, 1.891], [4.551, 1.452, 2.548], [5.042, 0.452, 2.990], [5.092, 2.823, 2.688], [6.462, 2.963, 2.901], [7.006, 4.223, 3.081], [6.179, 5.342, 3.078], [4.810, 5.203, 2.893], [4.264, 3.945, 2.688], [7.519, 4.468, -1.194], [7.070, 2.998, -2.061], [7.618, 2.906, -0.376], [5.021, 4.236, -1.350], [5.569, 4.224, 0.328], [5.419, 1.768, 0.396], [5.056, 1.713, -1.322], [2.944, 2.811, -0.902], [2.659, 0.633, 2.341], [7.085, 2.075, 2.918], [8.073, 4.333, 3.236], [6.603, 6.327, 3.234], [4.166, 6.074, 2.915], [3.192, 3.841, 2.563]], "lowdin_charge": [0.4993, 0.3956, 0.5901, -0.3795, -0.0854, -0.0524, -0.0551, -0.0660, -0.1225, -0.3484, -0.0586, -0.0536, -0.0555, -0.0626, -0.1174, -0.3256, -0.3482, -0.1677, -0.2176, 0.0517, 0.7422, 0.5457, -0.3742, -0.0873, -0.0533, -0.0446, -0.0460, -0.0927, -0.4035, -0.0917, -0.0443, -0.0403, -0.0681, -0.1390, 0.0619, 0.1166, 0.1150, 0.1120, 0.1048, 0.0996, 0.1159, 0.1154, 0.1153, 0.0578, 0.1052, 0.1189, 0.1189, 0.1196, 0.1158, 0.1014, 0.1208, 0.1215, 0.1206, 0.1017, 0.1083, -0.2789, 0.0018, -0.1324, -0.3791, -0.1674, 0.0108, 0.1320, 0.0471, 0.0550, 0.1343, 0.2649, 0.1970, 0.2065, 0.2364, -0.0814, -0.2223, -0.1495, 0.0696, -0.7472, 0.6379, 0.1240, -0.3689, 0.1547, -0.1808, -0.0069, -0.0425, -0.0472, -0.0576, -0.0318, 0.0830, 0.0804, 0.0807, 0.1196, 0.0902, 0.1097, 0.1258, 0.1050, 0.1348, 0.1309, 0.1187, 0.1185, 0.1165, 0.1174], "spin_multiplicity": 2, "e_homo_ev": [-12.1, -12.1], "s_squared": 0.77, "charge": 2}

=====

6.
{"formula": "C5H11O2", "method": "ωB97M-V/def2-TZVPD", "species": ["C", "C", "C", "O", "O", "H", "H", "H", "H", "H", "C", "C", "H", "H", "H", "H", "H", "H"], "coordinates": [[-2.469, -0.553, -0.267], [-2.283, -1.041, 1.133], [-0.929, 0.260, -0.756], [-0.578, -0.209, -1.808], [-0.556, 0.976, 0.140], [-2.463, -1.328, -1.029], [-3.170, 0.259, -0.415], [-1.421, -1.696, 1.199], [-3.184, -1.513, 1.526], [-2.066, -0.209, 1.808], [2.532, 1.286, 0.237], [2.341, -0.003, -0.550], [1.756, 1.337, 1.002], [3.470, 1.259, 0.800], [2.414, 2.191, -0.353], [1.477, -0.603, -0.282], [1.967, 0.248, -1.558], [3.161, -0.658, -0.827]], "lowdin_charge": [-0.0369, -0.1064, -0.5911, 0.1357, 0.1266, 0.1003, 0.1094, 0.0871, 0.0869, 0.0818, -0.1583, -0.1727, 0.0478, 0.0613, 0.0651, 0.0413, 0.0603, 0.0618], "spin_multiplicity": 2, "de_lowest_kj_mol": 39.5, "e_homo_ev": [-10.1, -10.7], "s_squared": 0.76}

=====

no.,DFT total energy (hartree)
1,-720.7409
2,-930.2448
3,-4693.5654
4,-2152.1462
5,-11545.9987
6,-347.5030